Record 1
A cluster of 4 separate species, C12H35N3O4 in total in a non-equilibrium geometry, computed with ωB97M-V/def2-TZVPD.

Each line ends with the natural charge from an NBO analysis.
Geometry (Å):
O 0.2338 -0.2441 1.5323  -0.5689
O 2.6879 -2.0666 -2.4557  -0.5471
O 0.3345 2.4722 -0.8780  -0.9438
O -3.9042 3.8682 0.4809  -0.5532
N -7.2571 4.0475 -0.8703  -0.8030
N 5.7195 -2.3931 -2.1364  -0.8273
N 3.5134 -1.8238 2.7562  -0.7973
C -6.3364 2.2640 0.4691  -0.6165
C -0.8393 0.5522 2.1229  -0.2541
C 2.3468 -1.4971 1.9278  -0.0588
C 1.4502 -1.5540 -2.0624  -0.2520
C -6.1388 3.7091 0.0144  -0.0732
C -4.8197 3.9132 -0.6135  -0.0626
C 5.2605 -4.6788 -1.6364  -0.6096
C 1.3888 -0.3944 2.4018  -0.0756
C 1.7002 -2.9246 1.7021  -0.6322
C -2.5682 4.2465 0.2198  -0.2474
C 3.2694 -3.0258 -1.6821  -0.0656
C 4.6437 -3.3787 -2.3122  -0.0673
H -7.2360 2.1286 1.0696  0.2022
H 0.2197 2.3276 -1.8172  0.4684
H -0.5291 1.1835 2.9556  0.1782
H -5.4605 2.0378 1.0771  0.2229
H 1.1714 -2.8124 0.7556  0.2155
H -1.2157 1.2010 1.3320  0.2002
H 3.2100 -2.3814 3.5418  0.3466
H 2.7148 -1.1509 0.9620  0.1725
H -2.1914 3.6255 -0.5929  0.1689
H -7.1698 5.0529 -0.9118  0.3395
H -1.5561 -0.1737 2.5068  0.1836
H 6.2041 -4.8761 -2.1450  0.2163
H 2.3909 -3.7673 1.6712  0.2209
H 4.6372 -5.5588 -1.7954  0.1952
H 0.5530 1.6088 -0.5272  0.4753
H 3.4176 -2.7413 -0.6404  0.1621
H 5.2038 -1.5351 -2.0025  0.3468
H -6.2126 4.3407 0.8997  0.1708
H 1.1538 -0.8153 -2.8072  0.1867
H 1.0091 -0.7410 3.3629  0.1606
H 2.0528 0.4586 2.5418  0.1693
H 0.6231 -2.2620 -2.1143  0.1681
H 0.9981 -3.2623 2.4644  0.2038
H 5.3353 -4.5326 -0.5588  0.2162
H 6.0613 -2.0595 -3.0263  0.3536
H -6.4120 1.5441 -0.3458  0.2100
H 1.4422 -1.0427 -1.0998  0.1686
H -4.6234 3.1476 -1.3640  0.1701
H 4.3492 -3.3624 -3.3616  0.1855
H -8.0284 3.9360 -0.2278  0.3448
H 3.7466 -0.9332 3.1717  0.3389
H -4.6999 4.8592 -1.1415  0.1658
H -2.4553 5.2528 -0.1834  0.1641
H 2.5157 -3.8132 -1.6853  0.1668
H -1.9042 4.0247 1.0553  0.1965

Gap between HOMO and LUMO in eV: 10.201
DFT total energy in a.u.: -943.30165
Energy relative to the best compared isomer or geometry (same formula, charge and spin) in kcal per mole: 58.9
Net charge: 0
Structure (SMILES): COC[C@H](C)N.COC[C@H](C)N.COC[C@H](C)N.O

=====

Record 2
A structure of composition C12H36AlN8O8P2 in a non-equilibrium geometry, computed with ωB97M-V/def2-TZVPD.

Each line ends with the natural charge from an NBO analysis.
Geometry (Å):
P -0.7830 -0.3370 3.8082  2.4181
P 0.6965 0.8762 -3.2903  2.4204
Al -1.8442 0.9940 -0.2491  1.1081
O -1.0966 0.0121 2.4097  -1.1323
O -1.2056 -1.8481 -0.3053  -0.4436
O 0.6974 -2.8281 -0.4875  -0.4208
O -3.4808 2.0230 -2.6413  -0.4359
O -2.5917 0.0834 -2.9065  -0.5494
O 0.6064 -0.7265 -0.0788  -0.4921
O -3.9312 0.8607 -4.4023  -0.3798
O 0.2158 1.4691 -2.0289  -1.0694
N -0.1719 1.4134 -4.6509  -0.6845
N 0.0427 -1.8080 -0.2784  0.6990
N -1.0633 -1.9658 4.1736  -0.7341
N 0.8131 0.0365 4.2068  -0.7361
N 2.2614 1.4595 -3.6044  -0.7069
N -3.3491 0.9930 -3.3313  0.7083
N -1.7282 0.4873 4.9490  -0.8093
N 0.7797 -0.8145 -3.3628  -0.6455
C 1.2541 -0.1703 5.5704  -0.4274
C 2.0205 -1.4373 -2.9126  -0.4335
C 3.0803 2.0200 -2.4973  -0.4090
C -1.4181 -2.4985 5.4948  -0.4132
C -0.5405 2.8148 -4.6995  -0.4355
C 1.8371 -0.0509 3.1868  -0.4201
C -0.1231 0.7913 -5.9868  -0.4177
C -0.6118 -2.9566 3.1965  -0.4208
C 2.9678 1.2696 -4.8695  -0.4253
C -1.4072 1.8413 5.3779  -0.4134
C -0.3793 -1.6812 -3.5177  -0.4375
C -3.1674 0.2690 4.8303  -0.4199
H 1.9251 0.5382 6.0644  0.2220
H 1.4355 0.1071 2.1916  0.2497
H -1.2163 -1.0758 -3.8662  0.2665
H -1.4827 -1.6739 6.1983  0.2291
H 1.8516 -1.0929 5.5944  0.1934
H -0.8956 3.0902 -5.6895  0.2312
H 2.6734 0.5840 3.4963  0.2103
H 0.3853 -0.2712 6.2186  0.2220
H 0.4947 1.3546 -6.6836  0.2160
H 2.4980 1.9412 -1.5852  0.2437
H -0.0852 -2.5124 -4.1602  0.2201
H -3.4977 0.3015 3.7832  0.1993
H -1.6645 2.0212 6.4217  0.2087
H 1.8905 -2.5025 -2.7326  0.2517
H 3.4361 2.9970 -2.8140  0.2166
H -3.4019 -0.7590 5.1178  0.2032
H -0.6909 -2.1172 -2.5601  0.2575
H -3.7756 0.9940 5.3612  0.2245
H 3.9323 1.3434 -2.3835  0.2017
H 0.2622 3.5163 -4.4459  0.2157
H -2.4205 -2.9186 5.3581  0.2065
H 2.9373 2.1946 -5.4495  0.2171
H 2.7053 -1.3705 -3.7649  0.2105
H -1.1143 0.5035 -6.3328  0.2435
H -2.0609 2.5384 4.8330  0.1885
H 2.4279 -0.9791 -2.0118  0.2469
H 2.3514 -1.0245 3.2388  0.1879
H -0.4256 2.1769 5.0468  0.2234
H -0.5711 -2.5054 2.2049  0.2301
H 0.3930 -0.1656 -5.8572  0.2062
H 2.4176 0.5570 -5.4855  0.2110
H -1.3926 -3.7152 3.1343  0.2192
H -1.3403 3.0455 -3.9898  0.2443
H 3.9773 0.8841 -4.7416  0.2272
H -0.7347 -3.3150 5.7244  0.2127
H 0.3961 -3.2810 3.4636  0.2013

Gap between HOMO and LUMO in eV: 2.117
DFT total energy in a.u.: -2443.35485
Energy relative to the best compared isomer or geometry (same formula, charge and spin) in kcal per mole: 0.0
Net charge: +1

=====

Record 3
A structure of composition C12H36BMnN2O4 in a non-equilibrium geometry, computed with ωB97M-V/def2-TZVPD.

Each line ends with the natural charge from an NBO analysis.
Geometry (Å):
Mn 0.4771 -0.9475 -0.1580  1.4014
O 0.9005 0.9621 -1.1823  -0.5816
O 1.8290 -0.1891 1.5401  -0.2950
O -1.6929 2.3848 2.9171  -0.5953
O 2.4754 -1.7398 -1.1141  -0.9840
N -0.8931 -1.0792 -1.8744  -0.8340
N -1.0239 0.4937 1.0923  -0.8476
C 2.2502 2.2273 2.2281  -0.6363
C 2.5240 -3.8451 -2.4394  -0.6322
C -2.4665 0.9447 1.0273  -0.0645
C -0.3269 -0.1498 -2.8323  -0.0675
C 3.0276 -2.4045 -2.2455  -0.0263
C -1.3172 -0.2124 -4.0463  -0.6277
C -3.2934 -0.3444 0.8257  -0.6288
C -2.8573 1.6027 2.3819  -0.0748
C 2.1166 0.7080 2.5700  -0.1296
C -0.0581 1.2668 -2.1532  -0.0635
C 2.1668 1.5408 -1.4527  -0.2467
C -1.5735 2.5561 4.3597  -0.2516
B -0.3551 -2.5988 1.0631  -0.8419
H 1.2232 2.5861 2.1614  0.2054
H -2.1502 0.4741 -3.8948  0.2044
H -0.7350 -3.5526 1.3953  0.0476
H -1.0112 1.6439 -1.7822  0.1775
H 2.9321 1.0468 -0.8541  0.2316
H 2.7222 2.4337 1.2675  0.2177
H -3.7013 2.2923 2.3685  0.1913
H -0.2749 -1.8664 1.8513  -0.0177
H 2.6965 2.7727 3.0596  0.2225
H -1.8041 -0.6479 -1.8101  0.3593
H 1.4543 -3.7275 -2.6126  0.1901
H 0.2600 1.9590 -2.9327  0.1996
H 1.3240 0.7575 3.3167  0.2299
H -0.6227 3.0610 4.5304  0.2001
H 2.4615 1.5941 -2.5008  0.1874
H 2.9032 -4.2801 -3.3641  0.1863
H -2.4851 1.7165 0.2579  0.1899
H 2.2212 2.5847 -1.1436  0.1660
H -1.3547 1.5907 4.8160  0.1665
H 3.0272 0.2856 2.9950  0.2004
H -0.7218 0.1083 -4.9011  0.2206
H -3.0414 0.7963 3.0918  0.1733
H 2.9531 -1.7284 -3.0972  0.1089
H -0.6421 1.4281 1.1284  0.3771
H 2.9685 -4.4480 -1.6476  0.2178
H -3.1313 -1.1959 1.4866  0.2515
H 0.5945 -2.8535 0.6186  0.0254
H -2.4874 2.9304 4.8208  0.1830
H -1.0991 -1.8619 -2.4786  0.3865
H -3.1570 -0.6251 -0.2186  0.2058
H -1.0066 -2.1114 0.3545  -0.0230
H 4.1083 -2.4951 -2.1362  0.1269
H -1.6232 -1.2518 -4.1649  0.2077
H -0.9803 0.0761 2.0109  0.3826
H 0.6292 -0.5193 -3.2030  0.2147
H -4.3589 -0.1495 0.7040  0.2128

2S+1: 7
Gap between HOMO and LUMO (spin up / spin down) in eV: 7.099 / 4.635
DFT total energy in a.u.: -2064.84439
Net charge: 0

=====

Record 4
A structure of composition C12H36ClI2LuN3OP3 in a non-equilibrium geometry, computed with ωB97M-V/def2-TZVPD.

Each line ends with the natural charge from an NBO analysis.
Geometry (Å):
Lu -0.0649 0.4347 -1.8416  1.3779
I -0.4642 2.8551 -2.9247  0.1004
I 0.2823 1.0064 -6.0683  0.3535
Cl -0.0979 -1.5707 -3.2435  -0.5494
P -2.7352 -0.1495 -2.0483  0.7883
P 0.0759 0.1680 1.7349  2.4863
P 2.5888 -0.1033 -2.1062  0.7826
O 0.0460 0.2651 0.2118  -1.2167
N 1.0036 -1.1041 2.2409  -0.8111
N 0.5522 1.6092 2.3466  -0.8118
N -1.4748 -0.0913 2.2345  -0.8099
C 1.9331 2.0635 2.2386  -0.4093
C -1.7790 0.1873 3.6527  -0.4272
C 3.5719 1.0010 -1.0433  -0.9357
C 0.5245 -2.0934 3.2081  -0.3991
C -3.6917 0.9651 -0.9666  -0.9394
C -3.3594 -1.8198 -1.7275  -0.9290
C -2.2443 -1.2256 1.6655  -0.4179
C 3.1526 -1.7819 -1.6953  -0.9250
C -0.4056 2.7272 2.3108  -0.4157
C -3.3199 0.2088 -3.7332  -0.9298
C 3.1805 0.2108 -3.7901  -0.9315
C 2.4473 -1.1473 2.0296  -0.4046
H -2.8258 -0.4747 -4.4284  0.2610
H 4.2687 0.0861 -3.7950  0.2567
H -4.7535 0.7379 -1.1027  0.2525
H 2.6415 1.2698 2.4859  0.2177
H 2.6463 -2.4892 -2.3582  0.2722
H 2.6813 -0.4783 -4.4761  0.2590
H 2.7144 -2.1952 2.0570  0.2223
H 0.5038 -1.7031 4.2344  0.2057
H -2.8468 0.4348 3.7253  0.2248
H -4.4367 -1.8235 -1.9208  0.2515
H -2.4919 -1.9207 2.4812  0.2223
H 2.9892 -0.6332 2.8291  0.2025
H 3.3571 0.8244 0.0136  0.2365
H -1.2001 1.0549 4.0059  0.2297
H 2.8766 1.2169 -4.0950  0.2455
H 2.7538 -0.7375 1.0652  0.1964
H -2.8352 -2.5109 -2.3945  0.2706
H -1.7101 -1.7576 0.8659  0.2155
H 4.2382 -1.8198 -1.8358  0.2518
H 2.1735 2.4330 1.2303  0.1821
H 3.3083 2.0365 -1.2780  0.2473
H -1.5491 -0.6776 4.3058  0.2053
H 4.6260 0.8067 -1.2581  0.2540
H -4.4065 0.0688 -3.7384  0.2542
H 2.0572 2.8937 2.9469  0.2333
H -3.1513 -2.1122 -0.6949  0.2426
H -3.3890 0.8221 0.0762  0.2419
H -3.1735 -0.8272 1.2317  0.2067
H -3.0373 1.2263 -4.0145  0.2417
H -0.0519 3.4718 3.0485  0.2313
H -0.4620 -2.4871 2.9732  0.2110
H 1.2354 -2.9139 3.1496  0.2247
H -3.4774 2.0009 -1.2464  0.2454
H 2.8850 -2.0312 -0.6626  0.2454
H -0.4558 3.2066 1.3124  0.1857
H -1.4244 2.3869 2.5759  0.2278

Gap between HOMO and LUMO (spin up / spin down) in eV: 3.916 / 4.828
DFT total energy in a.u.: -4033.14414
Energy relative to the best compared isomer or geometry (same formula, charge and spin) in kcal per mole: 0.0
Net charge: +2

=====

Record 5
A cluster of 7 separate species, C12H36FO6 in total in a non-equilibrium geometry, computed with ωB97M-V/def2-TZVPD.

Each line ends with the natural charge from an NBO analysis.
Geometry (Å):
F -0.2796 -0.2146 0.3670  -0.8336
O 1.9277 1.2449 1.1753  -0.7759
O 0.7413 -2.6074 0.9445  -0.7641
O -2.1764 -1.5672 -0.7333  -0.7656
O -0.7174 0.2298 2.8739  -0.7741
O 0.8197 0.3596 -1.8598  -0.7631
O -1.9827 1.8832 0.0590  -0.7500
C -2.1714 0.0254 3.1332  -0.0684
C -1.8099 -2.2205 -2.0141  -0.0682
C 1.6120 -2.8961 -0.1569  -0.0564
C -1.7685 4.1405 -0.5239  -0.6015
C -2.3954 0.2214 4.6916  -0.6119
C -0.0563 1.1573 -2.6908  -0.0380
C 3.0115 -3.3796 0.2626  -0.6239
C 3.1091 0.4437 1.1671  -0.0524
C 4.4466 1.1711 1.1671  -0.6239
C -2.9840 -3.0806 -2.2604  -0.6355
C 0.7391 1.5660 -4.0339  -0.6419
C -1.4744 3.1587 0.5218  -0.0711
H -1.9846 -0.7603 5.0632  0.2091
H -3.4506 0.1965 5.0667  0.1841
H -2.6852 4.1472 -0.5777  0.1875
H -1.2308 1.3825 0.3036  0.5001
H 0.1542 2.1735 -4.7005  0.1999
H -2.4730 -1.0350 2.6899  0.1669
H 1.0966 -3.5351 -0.7263  0.1477
H 4.2800 2.0500 0.4259  0.2021
H -1.3186 -1.2897 -0.3304  0.5005
H 3.4197 -2.7133 0.9291  0.2065
H -2.7016 -3.9701 -1.6064  0.2217
H 0.5554 -1.6462 0.7110  0.5143
H -1.9636 3.4293 1.5162  0.1599
H -3.8774 -2.5260 -2.5018  0.2246
H 1.0624 0.8441 0.9666  0.5213
H -2.6623 0.7273 2.5343  0.1680
H -0.6519 -0.0600 1.9411  0.4997
H 4.6650 1.6703 2.1636  0.1964
H 3.2262 -0.2450 1.9302  0.1474
H -1.1135 3.9296 -1.4620  0.1994
H 1.8540 -1.9207 -0.8256  0.1522
H -1.6652 -1.4581 -2.8004  0.1428
H -0.8801 -2.7087 -1.8942  0.1625
H 5.2146 0.6419 0.7151  0.2055
H 0.2756 -0.0755 -1.2282  0.5000
H -1.6126 5.1692 -0.2001  0.1881
H 1.5097 2.3158 -3.5613  0.1952
H 1.2897 0.6891 -4.4042  0.2165
H -0.2589 2.9343 0.5883  0.1731
H 3.0481 -0.0553 0.2483  0.1602
H -2.1582 1.0493 5.0851  0.1904
H -0.4340 1.9127 -2.1634  0.1629
H -2.8268 -3.5526 -3.0840  0.1841
H 2.8405 -4.2830 0.7996  0.1937
H -0.8502 0.5219 -3.0906  0.1435
H 3.7163 -3.5851 -0.6107  0.1916

Gap between HOMO and LUMO in eV: 9.553
DFT total energy in a.u.: -1029.94692
Energy relative to the best compared isomer or geometry (same formula, charge and spin) in kcal per mole: 146.4
Net charge: -1

=====

Record 6
A structure of composition C12H36InO16P4 in a non-equilibrium geometry, computed with ωB97M-V/def2-TZVPD.

Each line ends with the natural charge from an NBO analysis.
Geometry (Å):
In 1.1386 1.3871 0.1292  1.3206
P 0.3354 -1.8756 2.8739  2.5688
P 3.5204 4.6758 -1.4430  2.5528
P -3.3200 0.9888 0.5522  2.5717
P -0.3869 -2.4457 -1.3800  2.5589
O 0.6806 -0.7361 1.9930  -1.0423
O -3.9295 2.0267 1.6155  -0.7432
O -0.3183 -3.7896 -0.4648  -0.7938
O 4.0733 5.5955 -0.1989  -0.7251
O 0.9776 -1.5962 4.3771  -0.6646
O -1.1814 -2.1427 3.2833  -0.7891
O 0.2106 -1.2019 -0.7662  -1.1193
O -1.9488 -2.3694 -1.9159  -0.7865
O -3.9723 -0.4428 1.0587  -0.7357
O 0.9652 -3.3322 2.5330  -0.7166
O -4.0828 1.2705 -0.8233  -0.7982
O -1.8073 1.0062 0.4807  -1.0551
O 4.9255 3.8812 -1.9750  -0.7105
O 3.1830 5.7503 -2.6169  -0.6677
O 0.3900 -3.0106 -2.7229  -0.7538
O 2.4205 3.7156 -1.1811  -1.0933
C 4.9541 2.5106 -2.3841  -0.2569
C -3.4521 2.0543 2.9975  -0.2609
C 1.7532 -2.6699 -2.9099  -0.2845
C -2.1120 -2.6837 2.3044  -0.2612
C 2.6982 5.3859 -3.8736  -0.2633
C 2.3474 -3.4992 2.1708  -0.2604
C 4.3816 5.0075 1.0329  -0.2554
C -5.2615 -0.7635 0.6882  -0.2853
C -2.3701 -1.3841 -2.8882  -0.2582
C -0.3935 -5.1052 -1.0890  -0.2686
C -3.6239 2.2386 -1.8026  -0.2457
C 0.4933 -2.3766 5.4463  -0.2705
H -3.3396 -1.6467 -3.3116  0.2303
H 4.0184 1.9638 -2.2685  0.1707
H -3.7262 1.7951 -2.7930  0.2150
H 2.2310 4.4042 -3.9506  0.1957
H -4.1679 3.1806 -1.8724  0.2302
H 3.5580 5.4956 -4.5346  0.2431
H 1.9417 6.1400 -4.0906  0.2381
H 1.0516 -3.3115 5.3980  0.2332
H -2.8006 2.9258 2.9335  0.2177
H 0.7770 -1.7599 6.2991  0.2356
H 2.4067 -3.5421 -2.8927  0.2288
H 1.8381 -2.3460 -3.9472  0.2195
H 0.6546 -5.3774 -1.2133  0.1990
H -2.1679 -3.7717 2.3400  0.2177
H -2.5877 2.4102 -1.5113  0.1780
H 5.2577 2.2992 -3.4094  0.2385
H 5.6367 2.0253 -1.6865  0.2235
H 5.4613 5.0993 1.1513  0.2289
H -3.1028 -2.2960 2.5415  0.2201
H 2.3509 -3.7278 1.1051  0.2233
H -1.8994 -2.4091 1.2712  0.1898
H -0.8326 -5.9311 -0.5294  0.2344
H 2.8226 -4.2988 2.7391  0.2431
H -1.7307 -1.2269 -3.7569  0.2070
H -5.7975 -1.2824 1.4829  0.2247
H 2.8994 -2.6348 2.5398  0.2015
H -5.3555 -1.4311 -0.1684  0.2240
H -5.8750 0.1374 0.6842  0.2131
H 3.9030 5.5041 1.8769  0.2364
H -0.5811 -2.5604 5.4486  0.2256
H -2.4550 -0.5071 -2.2467  0.1780
H -4.3227 2.3829 3.5650  0.2444
H -0.8136 -5.1541 -2.0936  0.2216
H -2.9062 1.1859 3.3664  0.2071
H 4.2989 3.9322 0.8754  0.1645
H 2.0665 -1.7363 -2.4425  0.1909

Gap between HOMO and LUMO in eV: 2.009
DFT total energy in a.u.: -3237.25932
Energy relative to the best compared isomer or geometry (same formula, charge and spin) in kcal per mole: 107.0
Net charge: +3

=====

> Which value of DFT total energy does entry 3 give?

-2064.84439 a.u.

=====

> Look up the net charge of the fourth one.

+2

=====

> What is the DFT total energy in the sixth record?

-3237.25932 a.u.

=====

> Among the records above, which one has the lowest net charge?

C12H36FO6